# 1
Entry from the Open Molecules 2025 dataset: 2 unconnected molecules or ions with the total composition C4H12N3O (ωB97M-V/def2-TZVPD).

Computed properties:
Highest occupied orbital energy = -13.12 eV
Energy relative to the best compared isomer or geometry (same formula, charge and spin) = 133.4 kJ/mol
M = 118.16 g mol⁻¹
Net charge = +1
LUMO energy = -5.39 eV

Element x y z (Å)
H  -1.712  2.900  2.369
H  0.699  -0.281  -1.340
C  -0.844  -2.147  -0.117
H  1.396  -2.343  -3.596
H  0.134  -1.002  -3.640
H  0.051  0.089  2.293
H  -1.578  -2.917  0.102
N  -0.056  -2.242  -1.170
H  -1.919  1.246  2.704
O  0.262  2.918  1.151
C  0.973  -1.293  -1.660
H  1.922  -1.556  -1.162
H  -0.875  -1.338  0.584
C  -0.279  1.882  1.524
H  1.365  0.685  1.445
C  1.100  -1.327  -3.170
H  1.907  -0.636  -3.447
N  -1.573  1.922  2.071
H  -0.179  -3.066  -1.733
N  0.343  0.632  1.493

# 2
Entry from the Open Molecules 2025 dataset: a molecular structure, C4H12N3Sn (ωB97M-V/def2-TZVPD).

Computed properties:
Highest occupied orbital energy (alpha / beta) = -0.02 / 0.39 eV
M = 220.87 g mol⁻¹
Net charge = -1
LUMO energy (alpha / beta) = 3.57 / 3.63 eV

Element x y z (Å)
H  -2.584  -0.457  -1.817
H  2.324  -0.059  3.603
H  -1.808  -1.383  1.424
H  -3.120  -2.095  -2.211
H  0.271  0.050  -2.780
H  1.091  -1.504  1.874
N  0.335  0.429  -1.828
H  0.448  2.436  0.517
N  1.282  -0.497  1.805
C  1.852  0.314  2.726
C  -2.272  -1.414  -2.144
N  0.670  0.294  0.840
Sn  -1.095  -0.452  0.263
H  0.371  1.447  -1.922
H  -2.052  -0.995  -3.132
C  1.639  1.638  2.287
H  1.962  2.505  2.794
H  1.239  0.134  -1.446
H  -1.419  -2.018  -1.990
C  0.866  1.625  1.134

# 3
Entry from the Open Molecules 2025 dataset: 2 unconnected molecules or ions with the total composition C4H12N4 (ωB97M-V/def2-TZVPD).

Computed properties:
Highest occupied orbital energy = -8.85 eV
Energy relative to the best compared isomer or geometry (same formula, charge and spin) = 209.9 kJ/mol
Structure (SMILES) = [H]/N=C(\C)CN.C=NN
M = 116.17 g mol⁻¹
LUMO energy = 1.00 eV

Element x y z (Å)
H  1.721  -1.167  -1.464
N  -2.855  0.491  -0.531
H  -0.032  -0.284  -1.688
N  2.393  -0.760  -0.827
N  1.858  0.220  -0.074
H  -3.387  1.306  -0.232
H  -0.088  1.539  0.653
H  -1.181  -1.290  -2.195
N  -0.471  -1.178  -1.478
H  -1.089  0.900  1.990
C  -1.090  -1.091  -0.156
H  2.953  -1.474  -0.364
H  3.353  0.065  1.374
C  2.455  0.556  0.996
H  -0.350  -1.299  0.620
H  2.154  1.448  1.513
H  -1.869  -1.856  -0.113
H  -1.648  2.244  0.985
C  -1.726  0.331  0.016
C  -1.103  1.300  0.975

# 4
Entry from the Open Molecules 2025 dataset: 2 unconnected molecules or ions with the total composition C4H12N4 (ωB97M-V/def2-TZVPD).

Computed properties:
Highest occupied orbital energy = -8.26 eV
Energy relative to the best compared isomer or geometry (same formula, charge and spin) = 91.3 kJ/mol
Structure (SMILES) = C/C=C/N.N=C(N)N
M = 116.17 g mol⁻¹
LUMO energy = 0.62 eV

Element x y z (Å)
N  -0.338  2.318  -1.395
C  -0.382  -3.435  -0.804
H  0.641  -0.737  1.796
C  0.365  2.824  -0.305
C  -0.042  -2.326  0.157
H  -1.936  -1.228  0.395
H  1.660  1.325  -0.426
N  -0.233  3.679  0.458
H  -1.468  -3.402  -1.022
H  0.271  3.889  1.309
C  -0.880  -1.400  0.685
H  -1.325  2.563  -1.350
N  1.635  2.300  -0.242
N  -0.428  -0.614  1.766
H  -0.118  -4.453  -0.419
H  2.241  2.632  0.486
H  -0.131  1.322  -1.685
H  0.960  -2.429  0.587
H  -0.697  0.411  1.730
H  0.206  -3.239  -1.722

# 5
Entry from the Open Molecules 2025 dataset: a molecular structure, C4H12N4 (ωB97M-V/def2-TZVPD).

Computed properties:
Highest occupied orbital energy = -8.90 eV
Energy relative to the best compared isomer or geometry (same formula, charge and spin) = 743.2 kJ/mol
M = 116.17 g mol⁻¹
LUMO energy = 0.14 eV

Element x y z (Å)
H  0.448  -0.073  -2.007
C  0.957  0.194  -1.122
H  -2.629  -0.894  0.039
N  -1.978  -0.235  -0.566
H  -1.559  1.847  -0.778
H  1.158  -1.821  -0.821
C  -0.799  -0.596  0.071
N  -0.569  1.986  0.097
H  1.661  0.983  -0.861
H  2.129  0.878  0.946
N  1.831  -0.946  -0.701
H  -2.503  0.775  -0.446
H  2.251  -1.019  0.276
C  0.096  0.544  0.145
C  1.071  0.598  1.317
N  -0.859  -1.685  0.683
H  0.973  -0.681  1.622
H  0.531  1.199  2.072
H  -0.100  -1.962  1.275
H  0.713  2.479  -0.367

# 6
Entry from the Open Molecules 2025 dataset: a single C4H12N4 molecule (ωB97M-V/def2-TZVPD).

Computed properties:
Highest occupied orbital energy = -8.06 eV
Energy relative to the best compared isomer or geometry (same formula, charge and spin) = 401.2 kJ/mol
Structure (SMILES) = [H]/N=C(\NC)[C@H](C)NN
M = 116.17 g mol⁻¹
LUMO energy = 0.85 eV

Element x y z (Å)
H  1.061  -2.167  0.934
H  -1.807  -1.729  0.564
H  2.375  0.235  0.372
H  2.063  -1.606  2.060
H  -2.425  2.448  0.827
N  -0.807  -1.623  0.397
N  1.883  -1.553  1.056
H  -0.131  -0.205  -2.632
C  -1.442  2.035  0.585
N  1.514  -0.192  0.717
H  1.611  -0.236  -2.434
H  0.576  1.266  -0.734
C  0.669  -0.524  -1.953
H  -2.396  0.211  0.875
C  -0.476  -0.337  0.393
H  0.593  -1.611  -1.856
H  -0.704  2.405  1.303
N  -1.511  0.596  0.573
C  0.530  0.181  -0.638
H  -1.176  2.405  -0.409